1.
C38H33AlBr2F17I2O | wB97M-V/def2-TZVPD

Last column: Löwdin charge in e.
Geometry (Å):
C  2.21996  -3.08731  1.66952  -0.143
C  2.12719  -3.21236  0.16896  -0.798
Br  3.11410  -4.72634  -0.47787  0.733
C  1.47091  -2.35657  -0.62834  -0.684
Br  1.49323  -2.61212  -2.52219  0.688
Al  0.51856  -0.70401  -0.00052  0.073
O  0.38645  -0.66273  1.73841  -0.174
C  1.68618  0.81776  -0.65584  -0.795
I  0.81785  2.71129  -0.20825  0.841
C  3.12420  0.65821  -0.13429  -0.864
C  4.17824  1.22441  -1.09145  -0.182
I  3.43710  1.55313  1.81003  0.765
C  -1.27299  -0.37050  -0.98368  -0.350
F  -0.92624  -0.18103  -2.33174  -0.002
F  -1.88221  0.80866  -0.59266  -0.023
C  -2.42418  -1.38274  -1.08044  -0.360
F  -1.88322  -2.56107  -1.54592  0.090
F  -3.38455  -1.00538  -1.97067  0.123
C  -3.15520  -1.79994  0.23176  -0.306
F  -2.22140  -2.48311  0.95580  0.135
F  -4.16205  -2.65781  -0.09871  0.131
C  -3.77406  -0.80858  1.29799  -0.283
F  -4.24633  -1.66034  2.25369  0.126
F  -2.78231  -0.09347  1.85718  0.146
C  -5.04950  0.11323  0.95664  -0.259
F  -5.96973  -0.18793  1.90303  0.131
F  -5.56074  -0.25406  -0.24597  0.137
C  -4.93771  1.71072  0.98656  -0.294
F  -3.73370  2.12269  1.41762  0.153
F  -5.85487  2.14498  1.90131  0.127
C  -5.30188  2.47561  -0.33379  -0.338
F  -6.65139  2.41293  -0.51266  0.147
F  -4.71340  1.96623  -1.42323  0.172
C  -4.85622  3.96564  -0.24478  -0.525
F  -5.40021  4.64069  -1.26705  0.179
F  -5.23165  4.53998  0.90797  0.176
F  -3.51763  4.01528  -0.31888  0.159
H  2.61886  -4.00249  2.10197  0.049
H  1.24381  -2.89121  2.10177  0.069
H  2.89561  -2.27545  1.94076  0.078
H  0.18954  0.23030  2.03567  0.008
H  1.76425  0.76206  -1.74375  0.031
H  3.29699  -0.40124  0.04317  0.042
H  3.73325  2.02830  -1.67930  0.065
H  5.04312  1.63301  -0.57637  0.031
H  4.52305  0.43765  -1.76283  0.078
C  0.35597  -6.64399  -1.70901  -0.115
C  -0.05977  -7.96954  -1.68738  -0.113
C  -1.39699  -8.27416  -1.47289  -0.111
C  -2.31702  -7.25188  -1.28227  -0.102
C  -1.90082  -5.92731  -1.29690  -0.079
C  -0.56268  -5.62193  -1.50639  -0.082
H  1.39440  -6.39384  -1.87222  0.041
H  0.65890  -8.76595  -1.83946  0.097
H  -1.72224  -9.30706  -1.45396  0.093
H  -3.36058  -7.48828  -1.11599  0.095
H  -2.61667  -5.13208  -1.13836  0.092
H  -0.21139  -4.59539  -1.49391  0.045
C  2.79174  -9.58805  3.57615  -0.107
C  1.89264  -9.20564  2.58989  -0.095
C  2.29400  -8.34258  1.57977  -0.081
C  3.59684  -7.86435  1.55497  -0.102
C  4.49564  -8.24456  2.54163  -0.097
C  4.09310  -9.10574  3.55330  -0.107
H  2.47678  -10.25821  4.36593  0.095
H  0.87584  -9.57632  2.61000  0.099
H  1.59002  -8.03144  0.81786  0.089
H  3.89782  -7.18707  0.76738  0.043
H  5.50975  -7.86656  2.52341  0.098
H  4.79270  -9.39869  4.32588  0.095
C  4.73633  7.64806  -1.08566  -0.107
C  4.33248  6.33628  -0.87757  -0.092
C  2.99215  6.04555  -0.66195  -0.089
C  2.05533  7.07010  -0.66098  -0.076
C  2.45712  8.38196  -0.87115  -0.095
C  3.79836  8.67182  -1.08141  -0.104
H  5.78241  7.87328  -1.25165  0.095
H  5.06206  5.53650  -0.88138  0.100
H  2.67088  5.02323  -0.50177  0.016
H  1.00789  6.84275  -0.50519  0.085
H  1.72297  9.17758  -0.87592  0.077
H  4.11268  9.69535  -1.24373  0.094
C  -1.26811  7.35039  -1.53851  -0.101
C  -2.04621  6.97674  -0.45158  -0.080
C  -2.30131  7.88948  0.56292  -0.086
C  -1.78448  9.17596  0.48818  -0.095
C  -1.00837  9.54867  -0.60047  -0.108
C  -0.74888  8.63502  -1.61256  -0.126
H  -1.06086  6.63478  -2.32322  0.111
H  -2.44604  5.97669  -0.39215  0.081
H  -2.90142  7.59532  1.41483  0.101
H  -1.98428  9.88709  1.27985  0.098
H  -0.60203  10.55047  -0.65825  0.100
H  -0.13578  8.92258  -2.45674  0.106

## Properties
lowest unoccupied orbital energy	2.209	eV
net charge	-1


2.
C16H34Br8NO4PSi | wB97M-V/def2-TZVPD

Last column: Löwdin charge in e.
Geometry (Å):
C  1.95750  -3.39897  0.90462  -0.113
C  2.04550  -3.21851  -0.74378  -0.212
N  0.97487  -2.19860  -1.17865  -0.136
C  0.47597  -2.48811  -2.57709  -0.258
C  -0.82607  -1.58983  -3.04117  -0.312
Si  -2.44920  -1.96417  -2.07652  0.487
C  -2.85762  -0.73745  -0.65050  -0.288
C  -1.69083  0.36580  -0.32160  -0.193
O  -1.41809  1.37052  -1.16352  -0.105
P  -4.10642  -1.73975  -3.56684  0.667
O  -3.62788  -0.34074  -4.51508  -0.406
O  -4.19777  -3.18700  -4.53716  -0.416
C  1.63023  -0.84014  -1.05885  -0.277
C  2.57509  -0.10489  -2.17890  -0.031
O  1.45472  -0.17710  0.11629  -0.068
H  2.07667  -2.36880  1.47076  0.078
H  2.77533  -4.14523  1.29224  0.079
H  0.88827  -3.80780  1.19116  0.083
H  1.83314  -4.29182  -1.19025  0.129
H  3.13760  -2.83685  -1.01521  0.128
H  1.33368  -2.32601  -3.36510  0.121
H  0.20783  -3.64623  -2.61453  0.129
H  -1.03491  -1.89333  -4.17683  0.100
H  -0.60066  -0.42913  -3.06954  0.085
H  -2.40599  -3.33687  -1.52566  -0.020
H  -3.83296  -0.12050  -0.95242  0.100
H  -3.17296  -1.38650  0.29930  0.096
H  -1.10336  0.26869  0.71170  0.136
H  -2.95825  0.12723  -3.92403  0.039
H  -3.65618  -3.91738  -4.09619  0.055
H  3.17234  0.75686  -1.60889  0.100
H  1.99912  0.42345  -3.04993  0.094
H  3.42271  -0.83377  -2.59133  0.097
Br  1.53300  2.88584  4.30203  0.574
C  2.21018  3.54903  2.59710  -0.681
C  2.67618  2.41434  1.71540  -0.698
Br  4.41407  1.74090  2.29122  0.620
H  2.99730  4.27261  2.82623  0.052
H  1.36476  4.07098  2.13979  0.061
H  2.83183  2.76176  0.68980  0.057
H  1.99057  1.56257  1.70481  0.026
Br  -6.93859  -0.79532  -5.05340  0.636
C  -8.63865  -1.75185  -5.04749  -0.686
C  -8.86494  -2.45626  -3.73042  -0.695
Br  -7.79964  -4.08595  -3.60940  0.595
H  -8.62662  -2.42907  -5.90589  0.053
H  -9.39815  -0.98147  -5.20860  0.056
H  -9.90357  -2.78886  -3.64440  0.055
H  -8.61196  -1.84344  -2.86086  0.054
Br  -1.44897  4.76966  5.67521  0.582
C  -2.15950  3.09611  6.38201  -0.692
C  -1.52720  2.75135  7.70995  -0.688
Br  0.27207  2.03667  7.47066  0.584
H  -2.00178  2.33326  5.61467  0.053
H  -3.23282  3.27073  6.49938  0.056
H  -2.08596  1.95324  8.20753  0.057
H  -1.44443  3.60622  8.38673  0.054
Br  8.23455  1.62542  3.62553  0.587
C  8.06281  2.92515  2.18109  -0.716
C  9.37464  3.11293  1.45589  -0.701
Br  10.59832  4.22791  2.48778  0.593
H  7.67623  3.84648  2.62530  0.055
H  7.30762  2.50562  1.51030  0.019
H  9.22224  3.65262  0.51658  0.057
H  9.89500  2.17374  1.24893  0.052

## Properties
lowest unoccupied orbital energy	0.140	eV
SMILES	CCN(CC[Si@@H](CC=O)P(O)O)C(C)=O.BrCCBr.BrCCBr.BrCCBr.BrCCBr
net charge	0
relative energy (zero: lowest compared OMol25 entry of this formula, charge and spin)	76.74	kcal per mole


3.
C27H46BrN3OP2Ti | wB97M-V/def2-TZVPD

Last column: Löwdin charge in e.
Geometry (Å):
N  -4.37395  0.24391  -6.65032  0.047
C  -3.99633  -0.99884  -6.32563  -0.129
C  -2.98283  -1.25408  -5.37916  -0.031
C  -2.41334  -0.18601  -4.65562  -0.224
C  -2.76558  1.11172  -5.07077  -0.027
C  -3.74824  1.27282  -6.07327  -0.130
C  -1.55812  -0.44140  -3.45260  -0.250
Ti  0.15113  -0.35592  -2.31385  0.679
P  0.39190  0.72258  4.66005  1.206
C  -1.69956  0.41931  -2.26433  -0.286
C  -2.16282  -0.16578  -0.96818  -0.261
C  -2.02415  0.57705  0.22406  -0.034
C  -2.33578  -0.01537  1.44608  -0.120
C  -2.83204  -1.33497  1.51964  -0.748
C  -3.06136  -2.02463  0.30434  -0.119
C  -2.79096  -1.42284  -0.92882  -0.017
Br  -2.86071  -2.25687  3.10010  0.842
H  -1.37442  -1.54102  -3.31154  0.103
H  -1.92669  1.49964  -2.36939  0.124
H  -2.73409  -2.28888  -5.15820  0.102
H  -2.36570  1.98887  -4.57562  0.097
H  -4.54404  -1.82178  -6.81225  0.114
H  -4.07652  2.27417  -6.38080  0.112
H  -1.53083  1.55344  0.15546  0.105
H  -3.05087  -1.89728  -1.88207  0.130
H  -2.11671  0.53153  2.35662  0.055
H  -3.48634  -3.02586  0.30274  0.112
P  1.56205  1.01760  -0.91208  0.932
C  -1.14078  0.00234  5.36677  -0.377
C  -1.65601  0.56117  6.70064  -0.112
H  -0.95924  -1.07792  5.45959  0.080
H  -1.90369  0.15009  4.59285  0.047
H  -2.58640  0.04270  6.96749  0.093
H  -0.94218  0.39567  7.51589  0.085
H  -1.88458  1.63143  6.64019  0.077
C  -0.24084  2.02658  3.56729  -0.368
C  0.13968  3.35308  4.23562  -0.134
H  -1.33198  1.92735  3.48786  0.082
H  0.19539  1.91116  2.56584  0.053
H  -0.13956  4.20438  3.60896  0.089
H  -0.36738  3.45281  5.20493  0.080
H  1.22050  3.38855  4.42117  0.078
C  1.27451  -0.61876  3.81375  -0.355
C  2.28550  -1.18595  4.82744  -0.135
H  1.77888  -0.20376  2.93004  0.073
H  0.53143  -1.36125  3.49068  0.082
H  3.19010  -1.54845  4.33244  0.085
H  2.58758  -0.40569  5.53979  0.067
H  1.84641  -2.00911  5.40142  0.087
C  3.07727  0.14604  -0.30708  -0.375
C  4.39577  0.64522  -0.89525  -0.139
H  2.93800  -0.92822  -0.51533  0.066
H  3.09298  0.24698  0.79077  0.074
H  4.52723  0.32441  -1.93716  0.077
H  4.48015  1.73971  -0.84967  0.079
H  5.24153  0.23271  -0.32706  0.089
C  1.60221  2.51349  0.11763  -0.393
C  0.89649  3.72485  -0.46513  -0.124
H  2.64402  2.76485  0.36897  0.096
H  1.13822  2.22429  1.07065  0.037
H  1.28831  3.97353  -1.45499  0.068
H  -0.18400  3.56128  -0.54661  0.074
H  1.05518  4.59834  0.17863  0.088
C  2.00969  1.52381  -2.63006  -0.366
C  1.85804  0.50887  -3.80481  -0.119
H  3.07835  1.76829  -2.54519  0.077
H  1.54632  2.49241  -2.85936  0.085
H  1.67893  1.10975  -4.71214  0.110
H  2.83258  0.00918  -3.93395  0.095
H  1.06597  -0.35310  -3.90246  0.065
C  2.31160  -4.03720  -2.21735  -0.023
N  1.68203  -3.92504  -0.91140  0.048
C  0.79882  -2.99060  -0.54034  -0.492
N  0.20651  -3.18424  0.66461  0.221
O  0.52794  -1.96049  -1.25193  -0.128
H  2.14216  -3.13188  -2.80295  0.083
H  1.91161  -4.89738  -2.76400  0.104
H  3.38947  -4.18159  -2.10739  0.098
H  1.72698  -4.73154  -0.30670  0.154
H  -0.56573  -2.59319  0.93122  0.079
H  0.41495  -4.01108  1.21056  0.129

## Properties
lowest unoccupied orbital energy (spin up / spin down)	-4.757 / -8.879	eV
net charge	+2
⟨S²⟩	2.0283
relative energy (zero: lowest compared OMol25 entry of this formula, charge and spin)	72.70	kcal per mole
multiplicity	3


4.
C6H18N3O | wB97M-V/def2-TZVPD

Last column: Löwdin charge in e.
Geometry (Å):
C  2.46644  -1.40007  1.06609  -0.029
C  0.78032  -0.94667  2.85665  -0.054
C  -2.47648  1.02940  -2.82104  -0.097
C  1.46167  -0.39299  1.59595  -0.350
C  0.41421  0.09580  -0.83242  -0.194
C  -1.20343  1.54163  -0.96525  -0.259
N  0.35406  -1.01359  -1.63686  0.050
N  -1.29392  1.74713  0.38278  0.039
N  0.25171  -0.31884  0.65975  0.018
O  -2.29443  0.89933  -1.46898  -0.093
H  3.43979  -1.15437  1.34763  0.070
H  2.17514  -2.34450  1.48285  0.081
H  2.49235  -1.48024  -0.04338  0.090
H  1.42227  -1.07048  3.60818  0.043
H  0.45766  -1.98423  2.59211  0.107
H  -0.01585  -0.32091  3.24052  0.093
H  -2.22043  1.96786  -3.11218  0.062
H  -3.55179  0.94415  -3.00763  0.110
H  -2.20148  0.27126  -3.53169  0.096
H  1.87677  0.59991  1.96668  0.169
H  1.33903  0.60507  -0.76470  0.112
H  -0.87168  2.27237  -1.68388  0.134
H  1.07420  -1.14910  -2.28219  0.070
H  -0.51393  -1.57156  -1.85641  0.136
H  -2.24580  1.77743  0.83462  0.167
H  -0.47778  2.30857  0.72937  0.157
H  -0.09415  -1.29912  0.74554  0.164
H  -0.54448  0.38674  0.89789  0.105

## Properties
lowest unoccupied orbital energy	-2.466	eV
net charge	+1
relative energy (zero: lowest compared OMol25 entry of this formula, charge and spin)	67.46	kcal per mole